[1]
The following is a DFT calculation (the ωB97M-V functional and the def2-TZVPD basis) of a structure of composition C28H58Cl6N7O8Pd.

Element x y z (Å)
C 4.843 -5.585 2.008
C 3.685 -5.854 1.003
N 2.697 -6.745 1.569
C 2.826 -8.086 1.955
C 1.574 -8.540 2.216
N 0.678 -7.453 2.274
C 1.423 -6.375 1.798
C -0.689 -7.579 2.755
H 5.678 -5.097 1.507
H 5.175 -6.541 2.414
H 4.456 -4.894 2.757
H 4.054 -6.272 0.067
H 3.335 -4.843 0.795
H 3.773 -8.604 2.002
H 1.290 -9.506 2.605
H 1.057 -5.383 1.577
H -1.209 -8.452 2.358
H -1.209 -6.744 2.286
H -0.713 -7.525 3.843
Pd -1.473 2.177 -2.931
C 0.955 0.497 0.390
O 1.533 0.041 1.380
O 0.835 1.709 0.123
O 0.262 -0.213 -0.315
Cl -3.103 -6.535 -7.455
C -2.693 -5.227 -6.275
C -1.785 -5.634 -5.095
Cl -2.467 -6.970 -4.208
H -3.670 -4.838 -5.988
H -2.137 -4.495 -6.860
H -1.778 -4.777 -4.420
H -0.783 -5.928 -5.405
Cl 8.189 4.817 0.531
C 6.898 3.738 -0.160
C 6.996 2.411 0.506
Cl 8.658 1.637 0.510
H 6.995 3.781 -1.245
H 5.930 4.208 0.008
H 6.325 1.776 -0.072
H 6.622 2.625 1.507
Cl -0.692 4.133 7.380
C 0.361 4.315 5.976
C 0.382 5.677 5.337
Cl 1.032 7.006 6.292
H 0.143 3.586 5.196
H 1.419 4.246 6.229
H -0.613 5.998 5.030
H 1.004 5.614 4.444
C 1.613 8.169 -4.603
O 1.619 6.912 -4.480
N 2.686 8.883 -5.104
C 2.449 10.278 -5.510
C 4.016 8.369 -5.476
H 0.743 8.830 -4.472
H 2.204 10.404 -6.564
H 3.324 10.855 -5.212
H 1.593 10.672 -4.961
H 4.748 9.039 -5.025
H 4.100 7.333 -5.149
H 4.237 8.388 -6.543
C 2.449 1.153 -7.549
O 1.631 0.928 -6.628
N 3.791 1.062 -7.360
C 4.679 1.242 -8.554
C 4.505 0.651 -6.135
H 2.203 1.451 -8.580
H 4.239 1.264 -9.551
H 5.374 0.402 -8.536
H 5.264 2.160 -8.504
H 4.968 -0.330 -6.237
H 5.223 1.428 -5.872
H 3.818 0.588 -5.291
C -1.558 -3.205 6.415
O -2.757 -3.359 6.134
N -0.884 -3.822 7.439
C 0.471 -3.490 7.707
C -1.536 -4.622 8.462
H -0.870 -2.611 5.794
H 1.069 -4.401 7.704
H 0.559 -2.907 8.624
H 0.861 -2.847 6.918
H -2.459 -5.017 8.036
H -1.010 -5.536 8.741
H -1.788 -3.969 9.297
C -7.090 -1.091 -2.459
O -5.903 -0.746 -2.532
N -7.648 -1.815 -1.498
C -9.048 -1.798 -1.200
C -6.837 -2.417 -0.459
H -7.874 -0.888 -3.205
H -9.475 -2.800 -1.164
H -9.563 -1.132 -1.893
H -9.176 -1.478 -0.166
H -7.082 -1.963 0.501
H -6.968 -3.499 -0.433
H -5.763 -2.338 -0.622
C -4.909 5.040 1.779
O -4.298 4.477 0.857
N -5.376 4.434 2.862
C -6.142 5.177 3.890
C -5.107 3.032 3.277
H -5.274 6.078 1.828
H -7.150 4.787 4.034
H -6.272 6.231 3.644
H -5.674 5.183 4.875
H -4.327 2.503 2.730
H -4.750 3.025 4.306
H -5.938 2.357 3.481

As for the orbital gap (spin up / spin down): 5.705 / 4.142 eV. The charge is +1. The value obtained for the LUMO energy (spin up / spin down) is -4.32 / -5.63 eV. Its spin multiplicity is 3. As for the HOMO energy (spin up / spin down): -10.0 / -9.8 eV. The total energy comes out at -135387.9032 eV. The expectation value of S² is 2.02.



[2]
The following is a DFT calculation (the ωB97M-V functional and the def2-TZVPD basis) of a structure of composition C29H86N6O11.

Element x y z (Å)
C -2.285 0.172 3.349
O -1.651 0.274 4.608
H -2.721 -0.818 3.215
H -3.182 0.777 3.219
H -1.673 0.413 2.480
H -0.891 0.829 4.414
C 0.580 -3.616 -0.804
O 0.379 -4.583 -1.808
H 0.921 -3.949 0.176
H 1.423 -3.043 -1.190
H -0.143 -2.805 -0.710
H 0.429 -4.361 -2.741
C 2.975 0.613 -3.762
O 3.049 0.416 -2.313
H 3.025 1.683 -3.964
H 3.837 0.109 -4.200
H 2.050 0.444 -4.313
H 2.348 0.932 -1.908
C 3.291 1.226 1.377
O 3.568 2.586 1.016
H 2.775 0.636 0.619
H 4.139 0.593 1.636
H 2.576 1.379 2.185
H 3.679 3.184 1.759
C -1.981 2.258 -1.985
O -1.355 0.964 -2.046
H -1.701 3.038 -2.692
H -3.060 2.106 -2.031
H -1.719 2.776 -1.063
H -1.021 0.783 -1.165
C -5.749 -2.406 1.537
C -4.653 -2.541 2.686
C -3.217 -2.776 2.258
O -2.380 -3.110 3.373
C -1.179 -3.865 3.112
N -4.755 -1.350 3.517
H -5.948 -1.387 1.205
H -6.722 -2.787 1.845
H -5.500 -2.981 0.645
H -5.049 -3.380 3.258
H -2.902 -1.841 1.795
H -3.214 -3.635 1.586
H -0.407 -3.365 2.527
H -1.419 -4.778 2.565
H -0.772 -4.205 4.064
H -3.896 -1.248 4.038
H -5.413 -1.601 4.242
C -2.482 -1.829 -1.743
C -1.095 -1.588 -2.358
C -1.086 -0.978 -3.749
O 0.291 -0.710 -4.319
C 0.120 -0.214 -5.653
N -0.347 -0.759 -1.422
H -3.162 -2.348 -2.418
H -2.959 -0.865 -1.568
H -2.565 -2.332 -0.779
H -0.527 -2.518 -2.353
H -1.517 0.017 -3.639
H -1.751 -1.566 -4.381
H 1.090 -0.011 -6.107
H -0.497 0.684 -5.654
H -0.549 -0.889 -6.187
H 0.647 -0.920 -1.507
H -0.517 0.206 -1.664
C 3.832 -1.864 3.826
C 2.493 -2.671 4.003
C 1.504 -2.344 2.851
O 1.126 -1.001 2.860
C 0.357 -0.585 3.887
N 2.851 -4.093 4.193
H 4.445 -2.054 4.706
H 3.771 -0.776 3.799
H 4.365 -2.005 2.885
H 1.985 -2.396 4.927
H 0.573 -2.910 2.802
H 2.033 -2.663 1.953
H -0.471 0.055 3.580
H 0.824 0.191 4.494
H -0.110 -1.319 4.542
H 3.001 -4.429 3.252
H 3.728 -4.199 4.682
C -0.770 -1.516 1.788
C -0.040 -0.814 0.666
C -0.582 0.686 0.433
O -0.255 1.555 -0.676
C 1.133 1.851 -0.766
N 1.369 -0.795 0.938
H -0.531 -2.570 1.642
H -1.848 -1.614 1.659
H -0.690 -1.129 2.804
H -0.301 -1.466 -0.168
H -0.263 1.166 1.358
H -1.648 0.571 0.629
H 1.837 1.031 -0.910
H 1.480 2.331 0.149
H 1.302 2.551 -1.584
H 1.977 -1.128 0.204
H 1.482 -1.554 1.595
C 2.732 2.876 -6.609
C 1.385 2.058 -6.729
C 0.337 2.496 -5.531
O 0.876 2.231 -4.253
C 0.008 2.191 -3.123
N 0.806 2.448 -8.035
H 3.201 2.732 -7.582
H 3.512 2.517 -5.936
H 2.496 3.924 -6.427
H 1.662 1.010 -6.608
H -0.624 1.993 -5.643
H -0.029 3.522 -5.515
H -0.815 1.476 -3.106
H -0.314 3.202 -2.873
H 0.747 1.927 -2.367
H 0.424 3.373 -8.171
H 1.458 2.250 -8.781
C 1.221 1.638 3.397
C 0.368 2.941 3.715
C -0.224 3.589 2.450
O 0.813 3.977 1.427
C 0.299 4.289 0.117
N -0.676 2.554 4.634
H 0.724 0.935 2.728
H 1.453 1.005 4.253
H 2.125 1.947 2.873
H 0.943 3.672 4.283
H -0.668 4.541 2.742
H -0.929 2.887 2.005
H -0.220 5.248 0.108
H -0.334 3.488 -0.265
H 1.081 4.360 -0.639
H -1.215 3.345 4.956
H -0.165 2.128 5.394

As for the orbital gap: 7.062 eV. The charge is 0. The value obtained for the LUMO energy is 0.54 eV. As for the HOMO energy: -6.5 eV. The total energy comes out at -62887.1476 eV.